39
Properties=species:S:1:pos:R:3 method="wB97M-V/def2-TZVPD" s2=8.784 multiplicity=6 energy_ha=-1798.80776 lumo_energy_ha="-0.351 / -0.344" orbital_gap_ha="0.1636 / 0.1712" e_homo_ev="-14.0154 / -14.0155" total_charge=+2
O 0.250 -0.108 -9.065
C -0.264 -0.115 -8.030
Sm -0.268 -0.002 -3.940
O 2.441 -0.207 -6.513
C 1.541 -0.098 -5.795
C -2.536 -0.115 -3.529
O -3.688 -0.206 -3.480
C -0.765 -2.306 -4.496
O -1.112 -3.374 -4.773
C -0.890 2.376 -4.595
O -1.241 3.464 -4.731
H -1.646 -0.296 -5.405
C 2.502 2.325 3.794
C 1.109 1.782 4.009
N 0.731 0.632 3.170
C 0.741 -0.682 3.867
C -0.502 -0.903 4.704
C 0.480 0.892 1.848
O 0.662 2.042 1.436
C -0.094 -0.131 0.877
C -0.845 -1.254 1.215
C -1.321 -2.099 0.219
C -1.161 -1.746 -1.134
N -0.556 -0.587 -1.448
C 0.051 0.164 -0.497
H 3.239 1.523 3.896
H 2.728 3.108 4.522
H 2.580 2.757 2.798
H 1.004 1.430 5.036
H 0.381 2.584 3.837
H 0.870 -1.466 3.108
H 1.618 -0.646 4.531
H -1.408 -0.745 4.105
H -0.510 -1.938 5.063
H -0.502 -0.235 5.578
H -1.028 -1.423 2.289
H -1.812 -3.035 0.427
H -1.426 -2.366 -2.005
H 0.649 1.004 -0.891



35
Properties=species:S:1:pos:R:3 method="wB97M-V/def2-TZVPD" s2=3.784 multiplicity=4 energy_ha=-1166.56386 lumo_energy_ha="-0.128 / -0.158" orbital_gap_ha="0.2423 / 0.2641" e_homo_ev="-10.0652 / -11.4815" total_charge=+1
C 0.904 -0.377 -3.490
C -0.009 0.239 -4.519
C -0.939 -0.706 -5.117
C -0.721 -1.972 -4.542
C -0.058 -1.819 -3.288
Tc -0.877 0.037 -2.588
P -0.217 2.216 -2.315
H 1.894 0.115 -3.290
H 0.064 1.214 -5.004
H -1.643 -0.469 -5.939
H 0.076 -2.741 -2.713
H -0.929 -2.922 -5.072
H -0.945 3.159 -1.526
H -0.236 2.908 -3.591
H 1.092 2.675 -1.913
N -0.732 1.756 7.596
C -0.468 1.359 6.519
C -0.201 0.833 5.236
C -1.011 1.298 4.203
C -0.918 0.770 2.924
C 0.043 -0.212 2.663
C 0.912 -0.698 3.664
C 0.771 -0.150 4.958
N 0.198 -0.636 1.332
C 1.251 -1.415 0.820
C 1.149 -1.418 -0.533
N -0.035 -0.693 -0.864
C -0.564 -0.240 0.286
H -1.717 2.107 4.363
H -1.564 1.125 2.111
H 1.678 -1.475 3.437
H 1.455 -0.482 5.750
H 2.030 -1.864 1.397
H 1.710 -1.896 -1.353
H -1.443 0.374 0.399



38
Properties=species:S:1:pos:R:3 method="wB97M-V/def2-TZVPD" energy_ha=-1153.04216 lumo_energy_ha=-0.116 orbital_gap_ha=0.2833 e_homo_ev=-10.8524 total_charge=+1
Pd 0.916 0.821 1.145
N -0.804 4.420 0.532
C 0.082 4.578 -0.515
C 0.913 3.503 -0.478
N 0.537 2.709 0.573
C -0.489 3.280 1.168
C -1.046 2.607 2.321
N -0.498 1.473 2.718
C -1.250 1.016 3.765
C -2.256 1.901 4.013
N -2.113 2.906 3.087
H -1.534 5.068 0.775
H 0.045 5.430 -1.170
H 1.744 3.253 -1.113
H -1.014 0.101 4.279
H -3.043 1.906 4.747
H -2.706 3.716 3.015
C 0.315 -1.707 -5.168
O 0.158 -2.768 -4.229
C 0.343 -2.503 -2.934
C 0.234 -3.620 -2.070
C 0.401 -3.438 -0.742
C 0.684 -2.162 -0.160
C 0.915 -2.051 1.231
C 0.895 -3.224 2.172
O 1.225 -0.974 1.826
C 0.799 -1.046 -1.046
O 1.072 0.184 -0.708
C 0.616 -1.252 -2.427
H 0.193 -2.157 -6.147
H 1.308 -1.264 -5.089
H -0.447 -0.941 -5.018
H 0.031 -4.592 -2.497
H 0.338 -4.306 -0.105
H 0.460 -4.128 1.769
H 0.347 -2.929 3.065
H 1.923 -3.430 2.475
H 0.706 -0.381 -3.059



35
Properties=species:S:1:pos:R:3 method="wB97M-V/def2-TZVPD" energy_ha=-956.34844 lumo_energy_ha=0.001 orbital_gap_ha=0.1405 e_homo_ev=-3.7893 total_charge=-1
C -1.088 -4.562 0.107
C -0.185 -4.660 1.495
O 1.226 -4.738 1.086
C 2.051 -3.694 1.711
C 1.561 -2.216 1.108
C 0.888 -1.202 2.254
C 0.355 0.276 1.783
C 0.500 0.663 0.197
C 1.125 -0.325 -0.955
C 1.690 -1.790 -0.484
C 1.194 0.132 -2.552
O 1.386 -0.774 -3.526
C 0.961 1.739 -2.851
C 0.384 2.640 -1.791
C -0.031 2.178 -0.273
O -0.722 2.973 0.579
H -0.596 -5.150 -0.795
H -2.159 -4.971 0.393
H -1.246 -3.430 -0.225
H -0.439 -3.797 2.244
H -0.520 -5.669 2.037
H 2.080 -3.714 2.881
H 3.175 -3.861 1.344
H 0.809 -1.562 3.372
H -0.094 1.009 2.607
H 2.196 -2.594 -1.194
H 1.264 2.123 -3.924
H 0.245 3.786 -2.062
C -2.434 5.536 -0.135
C -2.091 6.360 -1.364
O -3.057 6.595 -2.143
O -0.879 6.705 -1.449
H -3.495 5.269 -0.119
H -1.845 4.614 -0.130
H -2.208 6.108 0.770